120
Properties=species:S:1:pos:R:3 method="wB97M-V/def2-TZVPD" e_homo_ev=-9.521 charge=0
N -3.2085 0.1493 2.8193
C -4.0937 -0.7246 2.1066
N -4.7622 -1.6248 3.0854
N -5.1602 0.0380 1.4049
C -3.2253 -1.5501 1.0935
C -1.9995 -0.7941 0.5362
C -0.7158 -1.1374 0.9809
C 0.3663 -0.4753 0.4040
C 0.1439 0.5024 -0.5664
C -1.1093 0.8558 -0.9947
C -1.2227 1.9208 -2.0748
C -2.4409 2.8473 -1.9427
O -2.6169 3.5975 -1.0055
C -3.4380 2.8480 -3.0926
C -3.0239 3.4241 -4.2692
C -3.8047 3.4649 -5.3992
C -5.0630 2.8836 -5.3234
C -5.4967 2.3296 -4.1349
C -4.7030 2.2947 -3.0100
C -2.1702 0.1850 -0.4302
N -3.5079 0.4894 -0.8770
C -3.9678 -0.3274 -1.6570
S -4.5592 -1.4732 -2.5338
C 1.5059 1.0265 -1.0109
O 1.8237 2.0340 -1.5875
N 2.4207 0.0323 -0.5385
C 1.8699 -0.6268 0.5987
O 2.5099 -1.1805 1.4562
H -3.7051 0.9022 3.2831
H -2.7092 -0.3828 3.5189
H -5.4188 -2.2169 2.5725
H -5.3555 -1.0729 3.6993
H -6.0585 -0.2677 1.7610
H -5.1043 1.0041 1.7334
H -2.9240 -2.4856 1.5760
H -3.9051 -1.8025 0.2734
H -0.5514 -1.9228 1.7125
H -0.3378 2.5616 -1.9770
H -1.1484 1.4593 -3.0668
H -2.0297 3.8590 -4.3311
H -3.4723 3.9199 -6.3260
H -5.6860 2.8880 -6.2130
H -6.4936 1.8925 -4.1471
H -5.0435 1.8560 -2.0814
H 2.5534 -0.5956 -1.3369
O 4.2845 -3.5741 0.1475
H 3.5276 -3.0352 0.3952
H 5.0263 -3.1520 0.6037
O 6.3969 -2.1572 1.6136
H 6.5236 -1.3626 2.1506
H 7.2183 -2.2365 1.1158
O -1.7504 6.0724 -4.7532
H -2.4804 6.6143 -4.4389
H -0.9683 6.4645 -4.3367
O -1.0996 0.4726 4.3296
H -0.9783 1.2421 4.8924
H -0.2863 0.3952 3.8317
O -4.9752 -4.6784 4.1280
H -5.7524 -5.0529 3.7024
H -4.9348 -3.7691 3.8018
O 3.7526 -1.0116 -3.0785
H 4.2177 -1.7706 -2.7027
H 4.4544 -0.3881 -3.2979
O 7.6453 -4.8844 3.2903
H 7.2921 -4.0381 2.9941
H 6.9751 -5.5192 3.0160
O -7.5702 2.4613 -1.3560
H -6.9177 2.1497 -0.7171
H -7.0678 3.0285 -1.9505
O -1.9435 -4.9974 4.5979
H -1.9886 -4.2209 5.1633
H -2.8686 -5.2480 4.4716
O 6.9368 -3.6765 6.0579
H 6.3936 -4.2111 6.6460
H 6.9874 -4.1993 5.2426
O -0.8123 6.2351 -1.8248
H -0.0850 5.7549 -1.4163
H -1.5860 5.6880 -1.6403
O -5.5066 3.1665 1.1233
H -5.8470 4.0504 0.9502
H -4.5579 3.2520 0.9642
O 6.4262 -1.7649 8.3420
H 5.8783 -2.2770 8.9442
H 6.4762 -2.3030 7.5403
O -7.0281 -3.1184 -4.8398
H -6.5558 -2.6714 -4.1297
H -6.3379 -3.4225 -5.4361
O 2.2900 -2.2654 -5.5762
H 2.6553 -1.6796 -4.9016
H 3.0563 -2.5386 -6.0934
O 6.1468 0.8053 9.3971
H 6.6182 0.0550 9.0028
H 6.6200 1.5796 9.0692
O 2.9064 -1.4890 -8.1354
H 2.9666 -2.1454 -8.8374
H 2.0876 -1.7062 -7.6736
O -0.3020 -3.2752 -4.2899
H -0.0955 -3.9992 -3.6899
H 0.5424 -3.0707 -4.7143
O 6.5558 0.6214 1.6406
H 5.7315 0.2833 1.2684
H 6.6190 1.5154 1.2908
O -2.6754 -4.9714 -5.8508
H -3.4358 -4.4252 -5.6374
H -1.9476 -4.5481 -5.3806
O 0.8898 1.9254 2.6668
H 1.4884 1.3665 2.1624
H 1.3439 2.7738 2.7083
O 4.8818 -4.4877 2.9888
H 4.0603 -4.8279 2.6202
H 4.9469 -3.5957 2.6312
O 8.5747 2.3184 9.4657
H 8.7871 1.5957 10.0660
H 9.4062 2.5098 9.0207
O 1.1388 6.5897 -4.5317
H 1.5797 5.8691 -5.0004
H 1.5899 7.3806 -4.8427
O 2.1914 4.3371 -3.3736
H 1.8208 3.5894 -2.8906
H 1.4853 4.9980 -3.4051